(1)
{"formula": "C7H12", "method": "the ωB97M-V functional and the def2-TZVPD basis", "max_force_ev_per_a": 0.32, "e_above_lowest_kcal_mol": 24.19, "multiplicity": 1, "symbols": ["C", "C", "C", "C", "C", "C", "C", "H", "H", "H", "H", "H", "H", "H", "H", "H", "H", "H", "H"], "positions_angstrom": [[-1.81855, -1.86222, -1.59303], [-1.49221, -0.57409, -0.91224], [-0.67069, -0.42309, 0.12180], [2.65345, 0.11689, 0.32741], [1.85486, 0.78799, 1.15095], [0.72269, 1.66048, 0.69493], [-0.59892, 0.88810, 0.85401], [-2.90413, -2.01829, -1.53845], [-1.32992, -2.70624, -1.08834], [-1.52961, -1.85073, -2.65113], [-2.02362, 0.32392, -1.23932], [-1.43333, 1.51230, 0.50595], [-0.05139, -1.25498, 0.46855], [2.57139, 0.24902, -0.75095], [3.35186, -0.63591, 0.68692], [1.91188, 0.61144, 2.22640], [0.67099, 2.59841, 1.26938], [0.85584, 1.93271, -0.35869], [-0.77468, 0.70325, 1.92077]], "forces_ev_per_a": [[0.0159, -0.1048, -0.0260], [0.0534, 0.1325, 0.2751], [-0.0791, 0.0829, -0.1608], [-0.1485, -0.0611, 0.0752], [0.0890, -0.1245, -0.0640], [0.0799, 0.0336, -0.0561], [-0.1381, 0.1809, 0.0683], [0.2007, -0.0823, -0.1290], [-0.0703, 0.1948, -0.2096], [-0.0875, -0.0703, 0.1561], [-0.0725, -0.2706, -0.0366], [0.1950, -0.0453, 0.1153], [-0.2601, 0.1802, -0.0044], [0.0590, -0.0216, 0.1737], [0.0075, 0.2790, -0.0384], [0.0738, 0.0131, -0.1312], [0.0364, -0.2743, -0.0851], [0.0151, -0.0754, 0.1106], [0.0303, 0.0333, -0.0330]], "mulliken_charge": [-1.1354, -0.0453, -0.1764, -0.7059, -0.1340, -0.5695, -0.7424, 0.2958, 0.3044, 0.2888, 0.2692, 0.3248, 0.2850, 0.2471, 0.2671, 0.2812, 0.3073, 0.2905, 0.3475]}

***

(2)
{"formula": "C7H12", "method": "the ωB97M-V functional and the def2-TZVPD basis", "max_force_ev_per_a": 0.40, "e_above_lowest_kcal_mol": 12.99, "multiplicity": 1, "symbols": ["C", "C", "C", "C", "C", "C", "C", "H", "H", "H", "H", "H", "H", "H", "H", "H", "H", "H", "H"], "positions_angstrom": [[0.72942, 1.23456, -1.35556], [-0.59189, 0.50758, -1.19749], [-0.80774, -0.85169, -0.57876], [0.25576, -1.60269, 0.19413], [0.77180, -0.63250, 1.28601], [-0.23609, 0.56604, 1.34416], [-1.21185, 0.37737, 0.18093], [1.10899, 1.18763, -2.38140], [0.59723, 2.29475, -1.10310], [1.50885, 0.83751, -0.70128], [-1.26310, 0.68479, -2.03899], [-1.59195, -1.44132, -1.04569], [-0.23101, -2.47020, 0.65546], [1.05368, -1.99053, -0.45144], [0.87085, -1.13752, 2.25375], [1.78311, -0.28935, 1.03154], [0.31818, 1.50771, 1.25791], [-0.79722, 0.64481, 2.28441], [-2.26702, 0.57304, 0.36539]], "forces_ev_per_a": [[0.0737, -0.0333, 0.0294], [-0.0083, 0.0789, -0.0294], [-0.0567, -0.2027, -0.0471], [-0.0159, -0.0199, -0.0102], [-0.0080, 0.0905, 0.0265], [0.0908, -0.0309, -0.0397], [-0.0580, 0.0749, 0.0367], [-0.1177, -0.0868, 0.1160], [0.0569, -0.1551, -0.0727], [-0.0735, 0.0519, -0.1141], [-0.0420, 0.0873, 0.3477], [0.1404, 0.0084, 0.0339], [0.1196, 0.0801, -0.0533], [-0.0379, 0.1094, 0.1718], [-0.1141, 0.0979, -0.1538], [-0.2775, 0.0477, 0.0821], [-0.1324, -0.0551, -0.0005], [0.2082, -0.3105, -0.1439], [0.2524, 0.1669, -0.1793]], "mulliken_charge": [-1.4464, 0.0049, -0.2411, -0.6899, -0.8055, -0.7197, -0.1996, 0.3822, 0.2887, 0.3132, 0.4291, 0.3893, 0.3634, 0.3174, 0.3408, 0.2742, 0.2291, 0.3883, 0.3817]}

***

(3)
{"formula": "C7H12", "method": "the ωB97M-V functional and the def2-TZVPD basis", "max_force_ev_per_a": 3.92, "e_above_lowest_kcal_mol": 121.83, "multiplicity": 1, "symbols": ["C", "C", "C", "C", "C", "C", "C", "H", "H", "H", "H", "H", "H", "H", "H", "H", "H", "H", "H"], "positions_angstrom": [[-0.13574, 1.85861, 1.26296], [-0.22835, 1.01590, 0.02477], [-1.45751, 0.07979, 0.29459], [-1.02841, -1.29577, -0.42551], [0.34930, -0.97987, -0.99415], [1.89841, -0.90373, -0.63527], [0.89562, 0.03821, 0.05992], [0.69222, 2.56132, 1.38637], [-1.18804, 2.39701, 1.55572], [0.11612, 1.14058, 2.14991], [-0.46294, 1.59754, -0.87412], [-2.53943, 0.42233, -0.01562], [-1.70755, -0.06728, 1.46471], [-1.02522, -2.28117, 0.22924], [-1.67134, -1.49222, -1.39843], [0.08153, -0.34585, -1.74278], [2.63117, -0.59180, -1.29562], [2.40424, -1.56069, 0.17565], [0.90929, -0.65862, 0.84100]], "forces_ev_per_a": [[-1.6287, 0.9333, 3.4452], [-0.9566, 1.0120, 1.9976], [-2.3090, -1.6826, 1.0692], [-1.1470, -2.6616, -0.5165], [2.1902, -0.3754, 2.6114], [-1.7679, -0.4874, 1.6761], [0.6394, -2.2683, -2.1706], [-0.2233, 0.3159, -0.7556], [2.6077, -1.1127, -0.7379], [-0.8436, 1.0604, -1.4282], [0.7672, -0.1823, -0.0191], [2.2876, -0.2491, -0.0883], [1.2515, 0.1407, -2.4794], [-0.3560, 2.1579, -1.0885], [0.7928, 0.1266, 2.2480], [0.4016, 1.3294, -3.0037], [0.8602, 0.4813, -1.9778], [-1.2336, 0.8181, -1.6333], [-1.3324, 0.6438, 2.8515]], "mulliken_charge": [-1.4122, 0.4274, -0.6646, -0.3897, -0.2999, -0.6580, -0.1549, 0.3610, 0.2717, 0.2724, 0.3710, 0.3306, 0.2127, 0.2778, 0.2254, 0.1775, 0.3125, 0.1841, 0.1551]}

***

(4)
{"formula": "C7H12", "method": "the ωB97M-V functional and the def2-TZVPD basis", "max_force_ev_per_a": 3.13, "e_above_lowest_kcal_mol": 210.46, "multiplicity": 1, "symbols": ["C", "C", "C", "C", "C", "C", "C", "H", "H", "H", "H", "H", "H", "H", "H", "H", "H", "H", "H"], "positions_angstrom": [[0.53447, 0.23480, 1.15967], [1.52531, 0.29024, 0.03753], [0.98589, -0.63327, -1.12364], [0.98797, -1.98454, -0.80635], [0.17575, 0.07238, -2.07983], [-2.27515, 0.42766, 1.93310], [-2.17835, 1.36312, 0.97708], [0.60717, 1.13752, 1.78783], [0.53130, -0.70190, 1.70998], [-0.52786, 0.14547, 0.82320], [1.46127, 1.24936, -0.44844], [2.56751, 0.03104, 0.22936], [0.51673, -2.68012, -1.50333], [1.73322, -2.40463, -0.17734], [0.61643, 0.96308, -2.46865], [-0.61156, -0.47164, -2.53228], [-2.40847, -0.57583, 1.48906], [-2.31921, 2.48285, 1.05316], [-1.92242, 1.05443, -0.06010]], "forces_ev_per_a": [[-1.0653, -0.2058, 0.1331], [0.0978, -0.9100, -2.7264], [-1.0357, 0.5572, 2.4036], [-0.4773, 0.8703, -2.6876], [1.5237, -2.0224, 1.6706], [-0.6820, 1.3823, -2.7279], [-1.1396, 0.7593, 1.8887], [-0.0543, -0.6566, 0.0758], [0.7927, -0.0449, 0.6032], [1.8165, 0.5211, -0.3615], [0.4841, 0.8176, 0.3413], [-0.0636, 0.1540, 0.4775], [-0.1081, 0.0076, 0.3116], [0.2613, -0.0836, 0.8895], [-0.4665, 0.7583, -0.1173], [-0.6065, -0.1366, -0.8901], [0.1981, -0.3942, 0.9561], [0.2381, -1.3189, 0.1473], [0.2866, -0.0548, -0.3874]], "mulliken_charge": [-0.6348, -0.5991, 0.7906, -0.9785, -0.9304, -0.1260, -0.5319, 0.4154, 0.3912, -0.2924, 0.3258, 0.3514, 0.3137, 0.3072, 0.3059, 0.3212, 0.2083, 0.2223, 0.1400]}

***

| no. | frontier orbital gap (eV) | E_tot (eV) |
| --- | --- | --- |
| 1 | 10.39 | -7452.3824 |
| 2 | 10.84 | -7452.8680 |
| 3 | 9.78 | -7448.1483 |
| 4 | 3.45 | -7444.3051 |